Entry 1:
Entry from the Open Molecules 2025 dataset: the molecule C3H7ClN2Si in a non-equilibrium geometry (ωB97M-V with the def2-TZVPD basis set).

Last column: Mulliken charge in e.
Positions of all 14 atoms, in Å:
C -1.03238 1.27119 -0.80771  0.22
C -2.18929 0.90436 -0.03997  -0.79
C 2.18372 -0.70852 0.11869  -0.85
N 0.19433 1.32500 -0.55715  -0.50
N -0.44315 -0.19135 1.58967  -0.53
Si 0.88272 0.48306 0.79877  0.55
Cl 1.76415 1.91529 1.80997  -0.25
H -1.35370 1.67995 -1.74449  0.39
H -2.67874 0.04072 -0.15905  0.41
H -2.74982 1.59466 0.65700  0.28
H 2.59449 -1.31702 0.91577  0.31
H 1.75528 -1.37100 -0.74476  0.24
H 3.15974 -0.19539 -0.29310  0.24
H -0.87010 -1.06801 1.33447  0.29

Forces on atoms 1 to 3 (eV/Å):
C 0.330 1.009 -0.186
C 1.030 2.324 3.503
C 1.012 0.231 -1.889

Summary:
Energy: -26603.151 eV
Energy relative to the best compared isomer or geometry (same formula, charge and spin): 436.0 kJ/mol
Lowest unoccupied orbital energy (spin up / spin down): -0.0147 / -0.0504 Eh
2S+1: 1

---

Entry 2:
Entry from the Open Molecules 2025 dataset: a cluster of 2 separate species, C3H7ClN2Si in total in a non-equilibrium geometry (ωB97M-V with the def2-TZVPD basis set).

Last column: Mulliken charge in e.
Positions of all 14 atoms, in Å:
C -1.29667 -1.25516 -1.03459  -0.06
C -0.49813 -1.95508 0.06454  -0.32
C 0.94615 2.54285 -0.14177  -1.14
N -1.94769 -0.23312 -0.70937  -0.43
N -0.78278 -1.19765 1.27257  -0.20
Si -1.62287 0.29974 0.94363  0.13
Cl -3.05673 1.11853 2.09982  -0.22
H -1.53807 -1.69146 -2.05944  0.32
H -0.73222 -3.02050 0.25924  0.31
H 0.58319 -1.94583 -0.24622  0.19
H 0.63881 3.30004 0.48493  0.36
H 1.67866 2.13121 0.43737  0.41
H 0.66123 2.57774 -1.15284  0.35
H -0.76125 -1.85016 2.09148  0.28

Forces on atoms 1 to 3 (eV/Å):
C -1.203 -1.490 -0.500
C 0.641 -0.171 -0.494
C -1.350 0.367 0.231

Summary:
Energy: -26602.541 eV
Energy relative to the best compared isomer or geometry (same formula, charge and spin): 494.9 kJ/mol
Lowest unoccupied orbital energy (spin up / spin down): -0.0073 / 0.0120 Eh
2S+1: 1

---

Entry 3:
Entry from the Open Molecules 2025 dataset: the molecule C3H7ClN4 in a non-equilibrium geometry (ωB97M-V with the def2-TZVPD basis set).

Last column: Mulliken charge in e.
Positions of all 15 atoms, in Å:
N 0.91963 1.52723 -1.26893  -0.44
N 0.24921 2.19043 -0.37008  -0.44
C -0.21547 1.62050 0.65406  -0.20
C -0.11890 0.13720 0.99190  0.00
Cl 0.63226 -0.13771 2.61225  -0.26
C -0.44500 -0.93223 0.21472  0.34
N -0.76330 -2.24790 0.68793  -0.57
N -0.65137 -0.96922 -1.11816  -0.55
H 1.43963 0.65304 -0.91263  0.25
H 1.65666 2.19206 -1.57751  0.30
H -0.41814 2.42428 1.45689  0.34
H -0.56149 -2.33580 1.65171  0.27
H -0.16387 -2.99240 0.12648  0.27
H 0.11662 -0.11611 -1.63259  0.42
H -1.67646 -1.01336 -1.51603  0.25

Forces on atoms 1 to 3 (eV/Å):
N 3.676 -1.931 -2.355
N -1.132 1.579 1.747
C 0.187 -0.058 2.161

Summary:
Energy: -21704.120 eV
Energy relative to the best compared isomer or geometry (same formula, charge and spin): 338.6 kJ/mol
Lowest unoccupied orbital energy: 0.0288 Eh
2S+1: 1

---

Entry 4:
Entry from the Open Molecules 2025 dataset: the ion C3H7ClNO with charge +1 in a non-equilibrium geometry (ωB97M-V with the def2-TZVPD basis set).

Last column: Mulliken charge in e.
Positions of all 13 atoms, in Å:
N -0.03149 -1.41614 0.19157  -0.07
C 0.22838 0.05402 0.08844  0.50
C -1.05113 0.87261 0.49556  -0.46
Cl -2.49727 0.06058 -0.21533  -0.19
C 1.19206 0.64601 -0.85284  -0.54
O 1.37778 0.60835 0.57028  -0.40
H 0.57339 -1.95838 -0.34833  0.35
H -0.96988 -1.36782 -0.25068  0.30
H 0.12548 -1.80169 1.10367  0.33
H -0.81270 1.79776 0.15863  0.39
H -1.20305 0.84492 1.65789  0.32
H 1.98700 -0.02776 -1.42880  0.21
H 1.08142 1.68755 -1.17007  0.25

Forces on atoms 1 to 3 (eV/Å):
N 0.110 1.912 -0.485
C -1.100 1.676 0.414
C 0.243 -4.390 2.825

Summary:
Energy: -19275.559 eV
Energy relative to the best compared isomer or geometry (same formula, charge and spin): 112.5 kJ/mol
Lowest unoccupied orbital energy: -0.1317 Eh
Total charge: +1
2S+1: 1

---

Entry 5:
Entry from the Open Molecules 2025 dataset: the ion C3H7ClNS with charge +1 in a non-equilibrium geometry (ωB97M-V with the def2-TZVPD basis set).

Last column: Mulliken spin population.
Positions of all 13 atoms, in Å:
C -0.41175 0.65871 -0.34166  0.55
C 0.53832 -0.68098 0.45870  0.11
C 0.14431 1.96926 -0.41484  -0.03
N -0.32265 -1.83447 0.37079  -0.02
S -1.69068 0.26319 -1.23213  1.19
Cl 1.74430 1.95898 0.35378  0.02
H 0.60749 -0.40975 1.50693  0.00
H 1.34000 -0.51058 -0.15834  0.00
H 0.40598 2.26883 -1.59068  0.07
H -0.32252 2.85477 0.13400  0.05
H -0.98389 -2.12440 1.07524  0.00
H 0.05906 -2.74510 0.14937  -0.01
H -1.10797 -1.66844 -0.31116  0.07

Forces on atoms 1 to 3 (eV/Å):
C 1.715 -2.817 3.019
C -4.375 4.328 0.924
C 2.100 3.390 -2.098

Summary:
Energy: -28060.300 eV
Lowest unoccupied orbital energy (spin up / spin down): -0.1433 / -0.2822 Eh
⟨S²⟩: 2.01
Total charge: +1
2S+1: 3

---

Entry 6:
Entry from the Open Molecules 2025 dataset: the molecule C3H7ClO2S in a non-equilibrium geometry (ωB97M-V with the def2-TZVPD basis set).

Last column: Mulliken charge in e.
Positions of all 14 atoms, in Å:
C 0.41978 -0.95527 0.68002  -1.25
C -0.59649 -0.26747 -0.12599  0.26
C -0.28572 1.10599 -0.58062  -1.62
S -2.11520 -0.09504 0.94039  0.98
O -3.18469 0.57163 0.22780  -0.55
O -1.64111 0.24758 2.24491  -0.50
Cl -2.69762 -2.11755 0.98950  -0.23
H 1.10845 -0.32108 1.18267  0.32
H -0.12987 -1.57257 1.42086  0.35
H 1.08928 -1.44770 -0.00590  0.40
H -0.97136 -1.03332 -0.78779  0.52
H 0.03711 1.54667 0.27088  0.49
H -1.13518 1.56048 -1.09071  0.37
H 0.58760 1.24177 -1.14481  0.45

Forces on atoms 1 to 3 (eV/Å):
C 0.359 -0.714 0.888
C -1.861 -0.717 0.119
C -1.478 -0.782 -1.874

Summary:
Energy: -30676.180 eV
Energy relative to the best compared isomer or geometry (same formula, charge and spin): 0.0 kJ/mol
Lowest unoccupied orbital energy: 0.0080 Eh
2S+1: 1

---

Entry 7:
Entry from the Open Molecules 2025 dataset: a cluster of 2 separate species, C3H7ClO3 in total in a non-equilibrium geometry (ωB97M-V with the def2-TZVPD basis set).

Last column: Mulliken charge in e.
Positions of all 14 atoms, in Å:
C 0.47712 1.30623 1.49604  -0.60
C -0.61640 -0.69739 -1.71450  -0.78
C 1.69948 -0.41177 0.16615  0.66
O 1.84937 -1.05897 1.24510  -0.38
O 1.23822 0.87549 0.24417  -0.30
O -0.14926 -1.41588 -0.62032  -0.60
Cl 2.75169 -0.50537 -1.19818  -0.11
H 1.12019 1.21764 2.36326  0.30
H -0.37676 0.59518 1.57789  0.29
H 0.13449 2.37430 1.32499  0.23
H 0.08853 -0.50604 -2.49261  0.24
H -0.87651 0.26670 -1.34532  0.23
H -1.54089 -1.02638 -1.92569  0.42
H 1.99939 -1.99435 1.13159  0.40

Forces on atoms 1 to 3 (eV/Å):
C -0.425 -0.631 -1.580
C 2.523 1.409 2.877
C -3.988 2.937 -2.772

Summary:
Energy: -21885.499 eV
Energy relative to the best compared isomer or geometry (same formula, charge and spin): 312.9 kJ/mol
Lowest unoccupied orbital energy: 0.0146 Eh
2S+1: 1

---

Entry 8:
Entry from the Open Molecules 2025 dataset: a cluster of 2 separate species, C3H7ClOS in total in a non-equilibrium geometry (ωB97M-V with the def2-TZVPD basis set).

Last column: Mulliken charge in e.
Positions of all 13 atoms, in Å:
C -1.17806 -0.48862 1.90786  -1.12
C -1.16079 0.31384 0.62186  0.54
Cl -2.18117 -0.44883 -0.63879  -0.23
H -2.19294 -0.56432 2.30839  0.35
H -0.79550 -1.49888 1.74258  0.33
H -0.54532 0.00410 2.65638  0.30
H -0.15032 0.38725 0.20654  -0.50
H -1.54951 1.32295 0.77125  0.33
O 2.13447 1.09373 -1.62524  -0.39
C 1.85322 0.89079 -0.33710  0.04
S 1.49678 -0.55611 0.28246  -0.32
H 2.31941 2.02991 -1.77768  0.37
H 1.88365 1.80092 0.27886  0.30

Forces on atoms 1 to 3 (eV/Å):
C -0.091 0.102 0.025
C -0.619 0.498 0.163
Cl -0.044 -0.032 -0.041

Summary:
Energy: -28628.279 eV
Energy relative to the best compared isomer or geometry (same formula, charge and spin): 144.4 kJ/mol
Lowest unoccupied orbital energy: -0.0006 Eh
2S+1: 1

---

Entry 9:
Entry from the Open Molecules 2025 dataset: a cluster of 2 separate species, C3H7ClOS in total in a non-equilibrium geometry (ωB97M-V with the def2-TZVPD basis set).

Last column: Mulliken charge in e.
Positions of all 13 atoms, in Å:
C -1.84776 -0.04208 -0.90666  -0.28
C -0.65562 0.30862 1.53250  -0.83
C 0.96270 0.02259 -0.87712  -0.87
O 0.62654 2.98877 0.04437  -0.71
S -0.54776 0.93046 -0.23165  0.49
Cl -3.19340 -0.11920 0.09715  -0.15
H -2.16588 0.10795 -2.00229  0.32
H 0.30271 -0.17366 1.53078  0.20
H -0.57682 1.14418 2.19535  0.32
H -1.44961 -0.38070 1.77178  0.47
H 1.61921 0.17824 0.01801  0.33
H 0.72673 -0.96181 -1.14289  0.40
H 1.31144 0.53432 -1.76851  0.32

Forces on atoms 1 to 3 (eV/Å):
C -0.294 0.167 -1.893
C 1.376 0.204 -1.207
C -0.197 2.287 1.504

Summary:
Energy: -28622.103 eV
Energy relative to the best compared isomer or geometry (same formula, charge and spin): 740.4 kJ/mol
Lowest unoccupied orbital energy (spin up / spin down): -0.0498 / 0.0153 Eh
2S+1: 1

---

Entry 10:
Entry from the Open Molecules 2025 dataset: a cluster of 2 separate species, C3H7ClS in total in a non-equilibrium geometry (ωB97M-V with the def2-TZVPD basis set).

Last column: Mulliken charge in e.
Positions of all 12 atoms, in Å:
C -0.64718 -1.02278 -1.33208  -0.80
C 0.99789 0.88983 1.38679  -0.72
C -0.67625 1.25266 -0.69887  -0.33
S 0.80444 1.94238 0.02981  -0.03
Cl -2.06535 1.11410 0.36663  -0.16
H 0.28421 -1.26071 -1.81737  0.27
H -1.44213 -0.81759 -2.03041  0.33
H -0.92587 -1.37870 -0.28754  0.31
H 1.43108 -0.11408 0.95284  0.20
H 0.04990 0.84528 1.83762  0.28
H 1.73969 1.22463 2.15380  0.32
H -1.02022 1.80402 -1.58037  0.33

Forces on atoms 1 to 3 (eV/Å):
C -0.467 3.237 2.071
C 2.721 -2.481 0.020
C 0.401 -2.538 -0.569

Summary:
Energy: -26578.988 eV
Energy relative to the best compared isomer or geometry (same formula, charge and spin): 299.9 kJ/mol
Lowest unoccupied orbital energy: 0.0091 Eh
2S+1: 1

---

Entry 11:
Entry from the Open Molecules 2025 dataset: the molecule C3H7ClSi in a non-equilibrium geometry (ωB97M-V with the def2-TZVPD basis set).

Last column: Mulliken charge in e.
Positions of all 12 atoms, in Å:
Si 1.62643 0.73239 -0.02849  0.51
C 0.53342 -0.72762 -0.35199  -0.63
C -0.99164 -0.48784 -0.34607  -0.39
C -1.95800 -0.00336 0.73020  -0.11
Cl -3.51494 0.31838 0.40687  -0.16
H 1.35284 1.88109 0.87554  -0.14
H 1.62679 1.52038 -1.16138  -0.16
H 2.98335 0.34784 0.12650  -0.17
H 1.00532 -1.42076 -1.15640  0.30
H 0.79475 -1.53781 0.24446  0.40
H -1.62293 -1.02677 -1.09257  0.23
H -1.83539 0.40408 1.75332  0.32

Forces on atoms 1 to 3 (eV/Å):
Si -0.379 0.461 0.550
C -0.783 -0.497 -0.851
C -3.957 0.211 3.567

Summary:
Energy: -23620.892 eV
Energy relative to the best compared isomer or geometry (same formula, charge and spin): 350.5 kJ/mol
Lowest unoccupied orbital energy: 0.0226 Eh
2S+1: 1

---

Entry 12:
Entry from the Open Molecules 2025 dataset: a structure of composition C3H7CoO2 in a non-equilibrium geometry (ωB97M-V with the def2-TZVPD basis set).

Last column: Mulliken spin population.
Positions of all 13 atoms, in Å:
O -1.63015 0.57512 -0.01075  0.03
C -1.15741 0.20004 1.05324  0.01
C 0.29640 -0.09534 1.18173  -0.01
O 0.88094 0.00352 -0.09509  0.01
C 2.28701 -0.26090 -0.13054  0.00
Co -0.33693 0.42793 -1.54539  2.93
H -1.77227 0.16734 1.96678  0.00
H 0.41627 -1.10784 1.60683  0.00
H 0.74657 0.62015 1.89206  0.00
H 2.47678 -1.28742 0.20839  0.00
H 2.61181 -0.14344 -1.16866  0.00
H 2.81114 0.45784 0.51193  0.00
H -0.58324 -0.25782 -3.01333  0.03

Forces on atoms 1 to 3 (eV/Å):
O -0.136 -0.316 0.493
C -0.153 0.742 0.177
C -0.048 -0.457 0.582

Summary:
Energy: -44936.952 eV
Lowest unoccupied orbital energy (spin up / spin down): -0.1732 / -0.1901 Eh
⟨S²⟩: 3.76
Total charge: +1
2S+1: 4